Below is 2 unconnected molecules or ions with the total composition C5H10, with properties calculated with ωB97M-V/def2-TZVPD.

```
15
Properties=species:S:1:pos:R:3:forces:R:3:mulliken_charge:R:1
C -0.075679 1.583549 0.915439 -0.11 -0.02 -0.12 -0.75
C -0.981978 1.238754 0.004883 0.10 0.10 0.13 0.00
C -0.666379 0.801406 -1.396643 0.04 -0.01 -0.03 -0.98
H 0.988878 1.559382 0.688018 -0.17 0.01 0.01 0.30
H -0.356827 1.899577 1.916394 0.00 -0.03 -0.16 0.24
H -2.038812 1.278101 0.272266 0.14 0.02 -0.02 0.32
H -0.913777 1.592445 -2.115478 0.00 -0.11 0.10 0.32
H -1.250715 -0.083126 -1.676896 0.09 0.13 0.06 0.27
H 0.393094 0.551053 -1.505867 -0.15 0.09 0.02 0.28
C 1.419648 -1.515138 0.649749 -0.14 -0.08 -0.02 -0.47
C 0.217322 -1.968474 0.316560 0.16 0.03 0.06 -0.50
H 2.333185 -1.955203 0.258511 -0.14 0.01 0.05 0.23
H 1.532414 -0.672484 1.327627 -0.02 -0.15 -0.10 0.23
H -0.684552 -1.504036 0.709060 0.15 -0.08 -0.06 0.28
H 0.084180 -2.805806 -0.363626 0.06 0.09 0.09 0.23
```
Positions in Å, forces in eV/Å.

SMILES string: C=CC.C=C
E_tot: -196.44261 Eh
Net charge: 0



Below is 2 unconnected molecules or ions with the total composition C5H10, with properties calculated with ωB97M-V/def2-TZVPD.

```
15
Properties=species:S:1:pos:R:3:forces:R:3:mulliken_charge:R:1
C 1.875453 0.152628 -0.326575 -0.07 0.14 -0.03 -0.65
C 1.150269 1.266445 -0.386263 0.12 -0.14 0.00 0.01
C -0.158031 1.401429 -1.108623 -0.04 -0.04 -0.04 -0.95
H 1.551052 -0.761665 -0.821582 0.03 0.16 0.07 0.21
H 2.820327 0.111381 0.208523 -0.14 0.04 -0.07 0.25
H 1.517190 2.161868 0.117463 -0.03 -0.13 -0.06 0.28
H -0.081402 2.134508 -1.921172 -0.01 -0.09 0.13 0.33
H -0.946994 1.751104 -0.431781 0.12 -0.04 -0.09 0.26
H -0.479689 0.444558 -1.531317 0.06 0.14 0.05 0.26
C -1.160436 -1.934874 0.615177 -0.01 0.11 0.09 -0.43
C -1.246532 -0.883066 1.421176 0.02 -0.13 -0.08 -0.43
H -1.976035 -2.645572 0.504771 0.10 0.12 0.04 0.23
H -0.262492 -2.129414 0.032426 -0.14 0.04 0.10 0.17
H -0.421006 -0.181433 1.519812 -0.13 -0.12 -0.02 0.25
H -2.139440 -0.685208 2.009680 0.12 -0.05 -0.10 0.22
```
Positions in Å, forces in eV/Å.

SMILES string: C=CC.C=C
E_tot: -196.44402 Eh
Net charge: 0



Below is C5H10 in the gas phase in a non-equilibrium geometry, with properties calculated with ωB97M-V/def2-TZVPD.

```
15
Properties=species:S:1:pos:R:3:forces:R:3:mulliken_charge:R:1
C 1.244190 0.060291 -2.205962 0.02 2.16 0.63 -1.20
C 0.873245 0.115337 -0.736671 0.16 -0.72 -1.29 0.09
C -0.363114 -0.201595 -0.398887 -1.09 0.91 0.51 -0.39
C -1.118231 0.204956 0.842498 -0.26 -0.95 0.93 -0.45
C -0.542349 -0.364908 2.149992 0.09 0.16 0.66 -1.06
H 1.241235 1.140749 -2.437105 0.36 0.01 -0.13 0.30
H 0.415543 -0.220610 -2.848835 0.31 -1.05 -0.04 0.32
H 2.268247 -0.223566 -2.436459 -0.26 -0.72 -0.20 0.33
H 1.642415 0.539044 -0.100808 -0.31 0.07 0.35 0.35
H -1.026920 -0.613306 -1.152121 0.27 -0.08 -0.29 0.21
H -1.311169 1.274914 0.939593 0.68 0.18 -0.24 0.32
H -2.142884 -0.166482 0.801117 -0.02 -0.24 -0.35 0.29
H -0.681077 0.332234 2.973805 0.00 0.15 0.08 0.29
H 0.519743 -0.590706 2.117224 0.18 0.16 -0.26 0.33
H -1.018875 -1.286352 2.492619 -0.12 -0.04 -0.37 0.28
```
Positions in Å, forces in eV/Å.

SMILES string: C/C=C/CC
E_tot: -196.45976 Eh
Net charge: 0



Below is 2 unconnected molecules or ions with the total composition C5H10, with properties calculated with ωB97M-V/def2-TZVPD.

```
15
Properties=species:S:1:pos:R:3:forces:R:3:mulliken_charge:R:1
C -1.772382 0.335469 0.505344 0.06 -0.14 0.04 -0.80
C -1.122216 -0.755347 0.900724 -0.12 0.13 -0.03 0.11
C -0.403948 -1.702172 -0.015482 0.01 -0.01 -0.06 -1.01
H -1.814800 0.616062 -0.545909 0.02 -0.06 0.15 0.29
H -2.287071 0.984911 1.208505 0.08 -0.12 -0.07 0.25
H -1.104350 -1.003925 1.962776 -0.02 0.04 -0.14 0.30
H -0.917097 -2.671252 -0.053201 0.08 0.13 0.03 0.33
H 0.618497 -1.891605 0.333159 -0.15 0.03 -0.04 0.25
H -0.342543 -1.300185 -1.031352 -0.04 -0.06 0.15 0.29
C 1.157328 1.645095 -0.911274 0.11 -0.08 0.10 -0.48
C 1.897268 0.820444 -0.179937 -0.08 0.12 -0.10 -0.51
H 1.405161 1.880659 -1.943172 0.01 -0.04 0.14 0.24
H 0.265734 2.113292 -0.501623 0.15 -0.07 -0.06 0.25
H 1.631891 0.587349 0.848858 0.02 0.05 -0.16 0.27
H 2.788530 0.341202 -0.577409 -0.11 0.09 0.03 0.23
```
Positions in Å, forces in eV/Å.

SMILES string: C=CC.C=C
E_tot: -196.44326 Eh
Net charge: 0



Below is C5H10 in the gas phase in a non-equilibrium geometry, with properties calculated with ωB97M-V/def2-TZVPD.

```
15
Properties=species:S:1:pos:R:3:forces:R:3:mulliken_charge:R:1
C -1.523210 0.147012 -0.520847 2.23 -0.78 0.37 -1.35
C -0.051105 0.009884 0.036310 -1.17 -1.46 0.51 1.18
C 0.065526 -0.844240 1.307510 -0.55 -1.32 0.01 -1.26
C 0.913467 1.102274 -0.118762 -0.41 1.95 -0.38 -0.60
C 1.057955 -0.119452 -0.969793 -0.13 0.21 0.41 -0.91
H -2.113647 0.629476 0.235765 -0.49 0.39 0.15 0.33
H -1.932823 -0.872012 -0.702197 0.24 0.75 -0.10 0.31
H -1.438628 0.737569 -1.436957 -0.50 -0.10 0.08 0.37
H -0.682642 -1.720528 1.165056 1.07 1.37 0.64 0.31
H -0.206677 -0.231392 2.242117 0.52 -1.14 -1.26 0.26
H 1.087867 -1.377163 1.379063 -1.46 1.22 0.18 0.31
H 1.631472 1.281039 0.667358 0.08 -0.10 0.08 0.27
H 0.515762 2.040631 -0.554918 0.47 -0.65 0.10 0.24
H 1.906198 -0.735699 -0.739287 0.09 -0.36 -0.06 0.26
H 0.770484 -0.047399 -1.990416 0.01 0.01 -0.73 0.27
```
Positions in Å, forces in eV/Å.

SMILES string: CC1(C)CC1
E_tot: -196.46422 Eh
Net charge: 0



Below is a gas-phase ion, C5H10BCl2N5O4P (charge +1) in a non-equilibrium geometry, with properties calculated with ωB97M-V/def2-TZVPD.

```
28
Properties=species:S:1:pos:R:3:forces:R:3:mulliken_charge:R:1
C 1.253261 3.448410 3.226451 0.21 -0.02 -0.80 -1.26
C 0.397959 2.765689 2.177224 0.56 0.55 0.24 0.62
Cl 0.472357 3.251813 0.509889 0.03 0.19 0.51 -0.17
C -0.405494 1.783374 2.526654 -0.64 -0.79 0.70 -0.09
Cl -0.477712 1.274713 4.205869 -0.19 0.04 -0.65 -0.16
N -1.248187 1.044319 1.661519 0.56 0.44 0.36 -0.21
C -0.752233 0.312259 0.665190 -0.73 0.61 0.84 0.60
N 0.527449 0.177306 0.309038 -0.45 -0.42 -0.02 -0.33
C 0.485996 -0.686828 -0.707520 1.23 0.58 0.44 0.03
B 1.889981 -1.131006 -1.365021 1.16 -0.58 -0.14 0.42
O 2.981273 -1.060895 -0.546913 -0.57 0.77 -0.47 -0.45
O 2.062549 -1.539103 -2.664066 -0.58 0.58 0.25 -0.48
N -0.752766 -1.046251 -0.983944 -1.45 -0.25 -1.86 0.65
P -1.296049 -2.169299 -2.209252 -0.01 -4.13 -1.05 0.53
N -1.056205 -3.582538 -1.640823 0.48 0.96 0.00 -0.63
O -2.861670 -1.924029 -2.473033 1.25 1.53 1.09 -0.54
O -0.573533 -1.922537 -3.604434 -0.82 1.20 0.67 -0.46
N -1.575381 -0.404309 -0.108842 0.40 0.12 -0.15 -0.21
H 1.946361 4.141062 2.743747 -0.20 0.02 0.18 0.37
H 1.839554 2.694646 3.761298 -0.11 0.14 -0.05 0.36
H 0.611308 3.963982 3.946592 0.17 0.02 -0.14 0.34
H -2.240155 1.045254 1.856064 0.10 -0.05 -0.02 0.23
H 3.121683 -0.126147 -0.315525 0.12 -0.44 0.73 0.34
H 2.012897 -0.746276 -3.225590 -0.06 -0.55 -0.34 0.33
H -0.461214 -4.140408 -2.245225 -0.23 -0.47 0.41 0.23
H -3.292560 -2.197095 -1.642102 -0.42 -0.33 -0.54 0.37
H -0.032275 -2.709520 -3.783786 0.11 0.32 -0.07 0.35
H -2.577194 -0.516587 -0.073461 0.10 -0.05 -0.12 0.20
```
Positions in Å, forces in eV/Å.

SMILES string: C/C(Cl)=C(\Cl)Nc1nc(B(O)O)n(P(=N)(O)O)[nH+]1
E_tot: -2057.73561 Eh
Net charge: +1



Question: net charge of number 4 (C5H10)?
Answer: 0